No. 1
C8H24ClI2IrOP2 as an isolated structure at a distorted geometry, computed with ωB97M-V/def2-TZVPD.

Structure (XYZ):
```
39
Properties=species:S:1:pos:R:3:lowdin_spin:R:1
I 0.007 0.561 -3.007 0.964
I -0.029 2.456 0.318 0.812
Ir 0.033 0.008 -0.503 1.629
P -2.354 -0.031 -0.464 0.037
C -3.060 1.076 0.804 0.032
C -3.215 0.328 -2.024 0.035
H -4.248 -0.044 -1.963 0.000
H -4.032 -1.739 -0.171 0.001
H -2.689 -0.172 -2.849 0.022
H -2.394 -2.447 -0.419 0.001
H -2.797 2.116 0.571 0.023
H -3.211 1.410 -2.199 0.002
C -2.966 -1.658 0.084 0.002
H -4.154 0.957 0.815 0.000
H -2.838 -1.750 1.171 0.000
H -2.650 0.811 1.789 0.000
P 2.404 0.021 -0.456 0.034
C 3.111 1.103 0.827 0.026
C 3.063 -1.613 0.021 0.000
H 2.718 -0.081 -2.846 0.023
H 4.271 0.109 -1.965 0.000
H 3.170 1.513 -2.187 0.002
C 3.225 0.433 -2.022 0.036
H 2.459 -2.402 -0.448 0.001
H 4.102 -1.679 -0.333 0.001
H 4.205 0.999 0.804 0.000
H 2.735 0.808 1.816 0.000
H 3.036 -1.729 1.111 0.000
H 2.830 2.143 0.625 0.020
Cl 0.065 -2.297 -1.131 0.192
C -0.688 -0.897 3.794 0.004
C 0.329 -0.518 2.749 0.007
O -0.138 -0.979 1.446 0.085
H -1.716 -0.663 3.489 0.000
H -0.488 -0.358 4.720 0.001
H -0.637 -1.966 4.009 0.000
H 0.474 0.565 2.688 0.001
H 1.319 -0.972 2.911 0.000
H 0.130 -1.910 1.311 0.003
```

Computed properties:
- Expectation value of S²: 6.02
- Highest occupied orbital energy (spin up / spin down): -14.3 / -16.1 eV
- Gap between HOMO and LUMO (spin up / spin down): 7.1 / 5.5 eV
- Net charge: +2
- Multiplicity: 5

=====

No. 2
One molecule with the formula C5H8O, computed with ωB97M-V/def2-TZVPD.

Structure (XYZ):
```
14
Properties=species:S:1:pos:R:3:nbo_charge:R:1
C 1.541 0.043 -0.652 -0.590
C 0.061 -0.287 -0.427 -0.332
C -0.133 -0.957 0.953 -0.037
C -0.761 0.930 -0.530 0.002
C -1.415 1.947 -0.538 -0.264
H 1.890 0.741 0.123 0.211
H 1.691 0.518 -1.627 0.222
H 2.128 -0.869 -0.570 0.211
H -0.262 -1.003 -1.186 0.232
H 0.465 -1.882 1.002 0.183
H 0.256 -0.270 1.725 0.158
H -1.993 -0.473 1.129 0.474
H -1.991 2.843 -0.604 0.242
O -1.478 -1.280 1.202 -0.713
```

Computed properties:
- Highest occupied orbital energy: -10.1 eV
- Gap between HOMO and LUMO: 11.1 eV
- SMILES: C#C[C@@H](C)CO
- Net charge: 0
- Multiplicity: 1

=====

No. 3
A 2-piece molecular cluster, F3HOSi overall at a distorted geometry, computed with ωB97M-V/def2-TZVPD.

Structure (XYZ):
```
6
Properties=species:S:1:pos:R:3:nbo_charge:R:1
O -1.604 0.659 -0.164 -1.031
F 0.660 -0.535 -1.710 -0.623
F 0.816 -1.144 1.082 -0.641
F 1.539 1.069 0.426 -0.641
Si 0.644 -0.161 -0.134 2.487
H -2.055 0.112 0.500 0.449
```

Computed properties:
- Highest occupied orbital energy: -10.6 eV
- Gap between HOMO and LUMO: 9.7 eV
- Net charge: 0
- Multiplicity: 1

=====

No. 4
C28H22F7NO5RuSTe as an isolated structure, computed with ωB97M-V/def2-TZVPD.

Structure (XYZ):
```
66
Properties=species:S:1:pos:R:3:lowdin_spin:R:1
Ru 0.319 -0.496 2.155 2.900
F -0.925 -3.821 6.225 -0.002
C -0.511 -3.680 4.951 0.000
C -0.311 -2.414 4.439 0.039
C 0.107 -2.293 3.122 0.024
C 0.347 -3.438 2.333 0.024
C 0.123 -4.679 2.913 -0.003
F 0.329 -5.817 2.205 -0.003
C -0.308 -4.830 4.214 0.029
C 0.877 -3.211 0.976 0.009
C 1.198 -4.173 0.025 0.003
C 1.755 -3.769 -1.178 0.008
C 1.992 -2.428 -1.423 0.003
C 1.626 -1.518 -0.449 0.009
N 1.078 -1.907 0.699 0.019
H -0.466 -1.538 5.055 0.002
H -0.470 -5.811 4.636 0.002
H 1.027 -5.216 0.228 0.000
H 2.010 -4.513 -1.923 0.000
H 2.429 -2.081 -2.347 0.000
H 1.774 -0.451 -0.550 0.000
O -0.670 6.011 -3.775 0.003
C 0.184 6.207 -2.740 0.012
O 1.153 6.896 -2.893 0.019
C -0.158 5.514 -1.463 0.075
C -1.469 5.159 -1.133 -0.013
C -1.735 4.503 0.051 0.074
C -0.690 4.157 0.922 0.053
S -1.006 3.272 2.363 0.685
C 0.623 4.518 0.580 0.073
C 0.881 5.210 -0.587 -0.015
H -1.316 5.334 -3.537 0.000
H -2.298 5.420 -1.782 -0.003
H -2.743 4.213 0.312 0.002
H 1.428 4.225 1.241 0.002
H 1.889 5.496 -0.856 -0.002
C 0.149 -1.987 -5.066 0.000
C -0.314 -1.354 -3.781 0.000
C 0.108 -0.081 -3.420 0.000
C -0.325 0.527 -2.245 0.001
C 0.170 1.900 -1.883 0.001
C -1.185 -0.178 -1.397 0.003
C -1.613 -1.465 -1.733 0.000
C -2.517 -2.261 -0.828 0.000
C -1.181 -2.026 -2.930 0.000
C -1.634 0.467 -0.102 0.024
O -2.169 1.562 -0.120 0.052
O -1.411 -0.238 0.965 0.167
H 1.086 -1.546 -5.407 0.000
H -0.588 -1.848 -5.861 0.000
H 0.300 -3.061 -4.945 0.000
H 0.794 0.457 -4.066 0.000
H 0.927 2.234 -2.593 0.000
H 0.601 1.906 -0.880 0.000
H -0.652 2.617 -1.873 0.000
H -1.963 -2.658 0.025 0.000
H -2.961 -3.094 -1.374 0.000
H -3.316 -1.645 -0.415 0.000
H -1.517 -3.026 -3.192 0.000
F 3.315 1.691 5.595 0.013
Te 1.758 1.357 4.498 0.027
F 1.351 0.108 5.838 0.006
F 1.383 0.860 1.194 0.161
F 2.643 -0.241 3.704 0.037
F 0.677 2.512 5.630 0.003
O 0.011 0.460 3.655 0.476
```

Computed properties:
- Expectation value of S²: 8.80
- Highest occupied orbital energy (spin up / spin down): -6.2 / -6.2 eV
- Gap between HOMO and LUMO (spin up / spin down): 8.2 / 6.6 eV
- Net charge: -1
- Multiplicity: 6

=====

No. 5
C22H21GaIN6O4S2 as an isolated structure, computed with ωB97M-V/def2-TZVPD.

Structure (XYZ):
```
57
Properties=species:S:1:pos:R:3:nbo_charge:R:1
Ga 0.403 0.935 -0.555 1.864
C 4.684 -0.778 -0.198 -0.646
C 3.651 -1.507 0.605 0.180
N 4.009 -2.542 1.320 -0.370
C 3.091 -3.199 2.059 -0.011
C 1.772 -2.846 2.115 -0.041
C 0.815 -3.627 2.979 -0.097
O 0.197 -2.829 3.983 -0.720
C 1.350 -1.725 1.349 -0.175
C -0.016 -1.304 1.413 0.217
N -0.554 -0.294 0.802 -0.644
C -1.946 -0.096 1.072 0.165
C -2.888 -0.936 0.494 -0.246
C -4.240 -0.722 0.718 -0.185
C -4.648 0.335 1.516 -0.197
C -3.707 1.159 2.118 -0.227
C -2.355 0.937 1.904 -0.206
I -0.920 2.065 2.905 0.225
C 2.297 -1.044 0.570 0.372
O 2.029 -0.024 -0.201 -0.843
H 5.657 -1.227 -0.020 0.244
H 4.708 0.278 0.076 0.230
H 4.458 -0.819 -1.266 0.216
H 3.459 -4.047 2.625 0.202
H 1.342 -4.477 3.417 0.192
H -0.005 -4.034 2.385 0.188
H 0.866 -2.561 4.623 0.479
H -0.673 -1.874 2.065 0.224
H -2.551 -1.749 -0.138 0.226
H -4.972 -1.381 0.271 0.228
H -5.700 0.510 1.696 0.232
H -4.026 1.958 2.775 0.238
N -1.076 4.083 -0.022 -0.773
C -1.754 3.187 -0.739 0.315
N -1.315 1.977 -1.038 -0.667
C -2.204 1.304 -1.872 0.097
C -3.347 1.960 -2.133 -0.401
S -3.334 3.511 -1.368 0.447
C -1.718 0.039 -2.410 0.196
C -2.312 -0.844 -3.236 -0.442
S -1.218 -2.134 -3.603 0.447
C -0.010 -1.392 -2.613 0.300
N -0.423 -0.281 -2.052 -0.648
N 1.217 -1.903 -2.415 -0.776
H -0.112 3.885 0.218 0.451
H -1.454 4.998 0.147 0.418
H -4.171 1.654 -2.755 0.261
H -3.301 -0.819 -3.661 0.261
H 1.551 -2.656 -2.989 0.417
H 1.898 -1.291 -1.982 0.437
C 2.965 3.625 -1.727 -0.715
C 1.930 2.612 -1.363 0.815
O 1.562 1.716 -2.157 -0.696
O 1.373 2.645 -0.201 -0.807
H 3.876 3.104 -2.020 0.256
H 3.168 4.294 -0.897 0.239
H 2.622 4.189 -2.594 0.253
```

Computed properties:
- Highest occupied orbital energy: -10.9 eV
- Gap between HOMO and LUMO: 7.8 eV
- Net charge: +1
- Multiplicity: 1

=====

No. 6
B6CuF8H16 as an isolated structure at a distorted geometry, computed with ωB97M-V/def2-TZVPD.

Structure (XYZ):
```
31
Properties=species:S:1:pos:R:3:lowdin_spin:R:1
Cu 0.433 0.011 0.177 0.813
B -0.373 -1.138 -2.288 0.003
H -1.023 -1.760 -1.694 0.000
H -0.826 -1.063 -3.264 0.000
H -0.234 -0.181 -1.811 0.002
H 0.568 -1.639 -2.457 0.000
B 2.633 0.687 -0.568 0.043
H 2.762 -0.165 0.082 0.010
H 3.505 0.625 -1.201 0.014
H 1.710 0.739 -1.123 0.021
H 2.794 1.602 -0.019 0.002
B 0.871 0.863 2.485 0.005
H 1.258 1.604 3.167 0.001
H 0.234 0.180 3.026 0.001
H 0.359 1.335 1.661 0.003
H 1.644 0.317 1.967 0.000
B 0.838 -2.242 0.453 0.029
H 1.195 -3.257 0.544 0.008
H -0.221 -2.153 0.269 0.002
H 1.010 -1.785 1.415 0.001
H 1.385 -1.747 -0.334 0.022
B -2.952 -1.089 0.968 0.001
F -3.237 -1.951 1.984 0.000
F -3.808 -0.012 1.052 0.000
F -1.645 -0.584 1.020 0.013
F -3.170 -1.655 -0.270 0.000
B -1.157 2.851 -0.998 0.000
F -0.190 1.924 -0.613 0.004
F -2.212 3.152 -0.125 0.000
F -0.413 4.016 -1.274 0.000
F -1.737 2.517 -2.230 0.000
```

Computed properties:
- Expectation value of S²: 0.75
- Highest occupied orbital energy (spin up / spin down): 4.1 / 4.1 eV
- Gap between HOMO and LUMO (spin up / spin down): 5.7 / 5.7 eV
- Net charge: -4
- Multiplicity: 2